[1]
A molecular structure, C2H6INS in a non-equilibrium geometry, computed with the ωB97M-V functional and the def2-TZVPD basis.

Geometry as XYZ:
```
11
C2H6INS, DFT the ωB97M-V functional and the def2-TZVPD basis
C -1.26 -0.36 -0.05
C 0.22 -0.62 0.27
N 1.09 0.29 -0.46
S 0.87 2.06 0.11
I 3.03 -0.27 0.00
H -1.40 -0.47 -1.10
H -1.78 -1.26 0.31
H -1.55 0.72 0.27
H 0.49 -0.65 1.33
H 0.56 -1.64 -0.03
H -0.26 2.20 -0.66
```

## Properties
2S+1: 1
ΔE to the lowest compared entry with this formula, charge and spin: 0.0 kJ/mol
LUMO level: -0.332 eV

Mulliken atomic charge list, values in e, 8 entries:
1. C -1.0264
2. C -0.2987
3. N -0.4641
4. S -0.1138
5. I 0.1142
6. H 0.3178
7. H 0.3561
8. H 0.2389

***

[2]
A molecular structure, C17H48CuO19 in a non-equilibrium geometry, computed with the ωB97M-V functional and the def2-TZVPD basis.

Geometry as XYZ:
```
85
C17H48CuO19, DFT the ωB97M-V functional and the def2-TZVPD basis
Cu 1.98 4.35 2.94
C 0.20 0.86 1.02
O -0.50 1.57 1.79
O -0.02 -0.35 0.84
O 1.21 1.49 0.58
C -4.43 -2.55 -2.38
C -5.34 -3.50 -1.73
O -5.37 -3.57 -0.32
O -3.06 -2.94 -2.35
H -4.57 -1.60 -1.87
H -4.68 -2.45 -3.43
H -5.11 -4.50 -2.11
H -6.31 -3.29 -2.17
H -5.16 -2.73 0.10
H -2.64 -2.54 -1.58
C 9.20 2.01 -1.63
C 7.98 1.87 -0.68
O 6.78 2.61 -1.08
O 9.74 3.30 -1.43
H 8.81 1.86 -2.63
H 9.93 1.22 -1.46
H 8.12 2.19 0.35
H 7.64 0.85 -0.54
H 5.95 2.21 -0.79
H 9.15 3.99 -1.72
C -5.33 0.56 4.42
C -5.48 2.04 4.74
O -4.23 2.68 4.88
O -4.82 0.44 3.09
H -6.27 0.01 4.49
H -4.58 0.06 5.05
H -6.15 2.21 5.59
H -5.98 2.55 3.93
H -3.64 2.36 4.19
H -3.95 0.84 3.13
C 4.60 -2.97 4.10
C 5.88 -3.74 4.38
O 6.86 -3.46 3.45
O 4.13 -3.47 2.98
H 4.81 -1.90 4.03
H 3.89 -3.08 4.92
H 5.61 -4.79 4.25
H 6.39 -3.50 5.31
H 6.46 -3.50 2.58
H 3.41 -2.91 2.67
C -5.81 4.93 -0.34
C -7.20 4.39 -0.47
O -7.70 4.58 -1.77
O -4.82 4.16 -0.90
H -5.55 5.06 0.71
H -5.70 5.92 -0.78
H -7.88 4.82 0.27
H -7.28 3.33 -0.25
H -8.49 4.05 -1.90
H -4.43 3.61 -0.21
C -1.96 -7.53 2.92
C -1.02 -6.40 2.71
O -1.56 -5.14 3.21
O -2.99 -7.50 1.95
H -2.42 -7.53 3.91
H -1.46 -8.50 2.91
H -0.64 -6.24 1.70
H -0.20 -6.63 3.38
H -1.36 -4.44 2.58
H -3.07 -6.59 1.65
C 0.57 6.08 -3.28
C -0.34 6.86 -4.27
O -1.67 6.92 -3.82
O 0.65 4.68 -3.62
H 0.03 6.08 -2.33
H 1.60 6.43 -3.21
H -0.20 6.46 -5.27
H 0.05 7.88 -4.31
H -1.85 6.07 -3.40
H 1.06 4.30 -2.84
C 4.75 -2.25 -5.17
C 3.77 -1.52 -4.31
O 3.47 -2.26 -3.12
O 4.19 -3.51 -5.56
H 5.72 -2.40 -4.70
H 4.91 -1.57 -6.01
H 2.81 -1.27 -4.77
H 4.10 -0.54 -3.96
H 2.93 -1.72 -2.54
H 3.88 -3.86 -4.72
```

## Properties
2S+1: 1
LUMO level: -0.081 eV
Charge: -1

Mulliken atomic charge list, values in e, 8 entries:
1. Cu 0.1777
2. C 0.6484
3. O -0.5382
4. O -0.6669
5. O -0.6165
6. C -0.4947
7. C -0.2690
8. O -0.4842

***

[3]
A single H3N3O2 molecule in a non-equilibrium geometry, computed with the ωB97M-V functional and the def2-TZVPD basis.

Geometry as XYZ:
```
8
H3N3O2, DFT the ωB97M-V functional and the def2-TZVPD basis
N 0.16 0.13 -1.29
N 0.57 0.16 0.01
N -0.31 -0.22 0.99
O -1.36 -0.69 0.68
O 0.11 -0.15 2.08
H -0.49 -0.73 -1.21
H -0.32 0.93 -1.55
H 1.65 0.58 0.28
```

## Properties
2S+1: 1
SMILES: NN[N+](=O)[O-]
ΔE to the lowest compared entry with this formula, charge and spin: 100.1 kJ/mol
LUMO level: 0.857 eV

Listed below, in e, are the Mulliken charges computed for each atom:
1. N -0.5019
2. N -0.3165
3. N 1.2709
4. O -0.6678
5. O -0.6524
6. H 0.3280
7. H 0.2398
8. H 0.2998

***

[4]
A molecular structure, C26H33BF4LiNNaO13S in a non-equilibrium geometry, computed with the ωB97M-V functional and the def2-TZVPD basis.

Geometry as XYZ:
```
81
C26H33BF4LiNNaO13S, DFT the ωB97M-V functional and the def2-TZVPD basis
C -0.85 -1.47 3.35
C -1.99 -2.17 2.41
S -1.43 -3.78 1.58
C 0.29 -3.52 0.77
C 0.00 -3.08 -0.79
C -0.38 -4.40 -1.76
N -1.57 -4.10 -2.69
O 0.94 -2.15 -1.39
C 2.34 -2.37 -1.11
F 2.84 -1.77 0.18
C 2.92 -3.89 -1.31
C 4.47 -4.03 -0.70
C 4.36 -4.64 0.81
F 3.85 -6.05 0.74
C 3.15 -1.47 -2.27
C 3.49 0.00 -1.55
C 5.05 0.25 -1.09
C 5.44 1.68 -0.32
C 4.29 2.84 -0.01
C 4.63 4.23 0.79
C 2.74 2.54 -0.53
C 2.33 1.13 -1.29
H -1.24 -0.57 4.00
H -0.26 -2.22 4.06
H -0.02 -1.01 2.63
H -2.34 -1.34 1.63
H -2.94 -2.34 3.11
H 0.78 -2.66 1.42
H 0.89 -4.52 0.87
H -1.04 -2.49 -0.73
H -0.69 -5.33 -1.10
H 0.51 -4.69 -2.48
H -1.39 -3.22 -3.25
H -1.50 -4.87 -3.42
H 2.99 -4.14 -2.47
H 2.28 -4.73 -0.80
H 4.99 -4.82 -1.41
H 5.05 -3.00 -0.76
H 5.43 -4.67 1.29
H 3.65 -3.95 1.47
H 2.44 -1.30 -3.21
H 4.12 -2.03 -2.63
H 5.90 -0.56 -1.29
H 6.55 1.87 0.04
H 5.30 4.99 0.19
H 5.26 3.92 1.75
H 3.63 4.70 1.21
H 1.93 3.39 -0.29
H 1.19 1.00 -1.60
Li 1.68 4.71 -1.17
B -3.91 1.78 4.52
O -3.30 2.17 3.25
C -2.68 3.34 3.46
O -2.06 3.95 2.60
C -2.86 3.76 4.82
O -2.43 4.78 5.33
O -3.59 2.84 5.48
F -3.36 0.51 4.98
F -5.36 1.66 4.36
C -3.46 -7.22 -1.14
O -3.59 -6.77 -2.31
O -2.43 -6.65 -0.53
O -4.11 -8.08 -0.51
H -2.24 -6.10 -1.32
C -4.09 7.18 -0.67
C -3.03 6.40 -0.43
C -2.48 5.51 -1.49
O -1.50 4.81 -1.25
C -3.16 5.49 -2.80
C -4.22 6.27 -3.03
C -4.75 7.18 -1.98
O -5.71 7.90 -2.23
O -4.86 6.25 -4.26
O -2.41 6.39 0.80
H -4.50 7.84 0.09
H -2.76 4.82 -3.55
H -5.59 6.90 -4.18
H -1.67 5.75 0.72
Na 1.98 0.82 0.98
O -3.29 -1.42 -0.47
H -2.66 -2.01 -0.10
```

## Properties
2S+1: 1
ΔE to the lowest compared entry with this formula, charge and spin: 1675.1 kJ/mol
LUMO level: -1.945 eV
Charge: -1

Mulliken atomic charge list, values in e, 8 entries:
1. C -0.4457
2. C -0.0921
3. S 0.0141
4. C -0.3458
5. C 0.6142
6. C -0.1367
7. N -0.5344
8. O -0.3842

***

[5]
A molecular structure, C30H50BrN3OP2Pd in a non-equilibrium geometry, computed with the ωB97M-V functional and the def2-TZVPD basis.

Geometry as XYZ:
```
88
C30H50BrN3OP2Pd, DFT the ωB97M-V functional and the def2-TZVPD basis
C 3.32 5.51 -1.54
C 2.15 5.06 -2.18
C 2.25 4.53 -3.48
C 3.53 4.38 -4.04
N 4.63 4.73 -3.39
C 4.55 5.31 -2.19
C 0.90 5.00 -1.46
C -0.16 4.61 -0.97
C -1.11 3.73 -0.36
C -0.87 3.29 0.95
C -1.23 1.98 1.30
C -1.83 1.21 0.30
C -2.43 1.76 -0.84
C -2.11 3.09 -1.12
Pd -1.46 -0.77 0.57
P 0.63 -0.59 -0.27
H 1.37 4.21 -4.03
H 3.30 5.97 -0.56
H 3.65 3.97 -5.05
H 5.48 5.63 -1.72
H -2.53 3.60 -1.99
H -0.29 3.89 1.65
H -3.08 1.16 -1.47
H -0.97 1.53 2.25
C 1.41 -2.24 -0.20
C 2.61 -2.49 -1.12
H 0.61 -2.97 -0.39
H 1.69 -2.40 0.85
H 2.95 -3.53 -0.97
H 2.36 -2.38 -2.18
H 3.46 -1.85 -0.88
C 0.67 0.09 -1.96
C 2.00 0.66 -2.45
H -0.11 0.86 -1.98
H 0.31 -0.72 -2.63
H 1.91 0.94 -3.51
H 2.28 1.57 -1.91
H 2.82 -0.07 -2.38
C 1.62 0.53 0.77
C 3.14 0.33 0.75
H 1.25 0.39 1.80
H 1.37 1.55 0.46
H 3.60 1.09 1.39
H 3.43 -0.66 1.15
H 3.57 0.45 -0.26
Br -1.49 -3.24 1.17
P -2.33 -2.49 -2.03
C -0.98 -3.01 -3.17
C -1.21 -4.25 -4.03
H -0.11 -3.16 -2.51
H -0.75 -2.14 -3.81
H -0.35 -4.37 -4.70
H -1.28 -5.15 -3.41
H -2.11 -4.17 -4.66
C -3.33 -3.99 -1.64
C -4.83 -3.91 -1.91
H -3.15 -4.11 -0.55
H -2.87 -4.85 -2.14
H -5.32 -4.70 -1.33
H -5.26 -2.95 -1.60
H -5.07 -4.09 -2.96
C -3.37 -1.33 -3.00
C -3.73 -1.78 -4.42
H -2.80 -0.39 -3.03
H -4.27 -1.14 -2.40
H -4.34 -1.00 -4.88
H -2.83 -1.91 -5.04
H -4.31 -2.71 -4.43
C 1.81 -1.77 4.50
N 1.10 -0.87 5.40
C 1.76 -0.56 6.65
C 0.24 0.02 4.78
O 0.19 0.11 3.54
N -0.58 0.78 5.57
C -0.97 0.40 6.92
C -1.48 1.65 4.85
H 2.39 -2.46 5.12
H 2.50 -1.22 3.83
H 1.09 -2.33 3.89
H 1.82 0.52 6.83
H 1.24 -1.03 7.50
H 2.78 -0.97 6.62
H -1.98 0.79 7.09
H -0.99 -0.69 7.04
H -0.30 0.84 7.67
H -0.90 2.36 4.26
H -2.12 1.08 4.16
H -2.10 2.19 5.57
```

## Properties
2S+1: 5
LUMO level (spin up / spin down): -11.542 / -14.159 eV
Charge: +4

Mulliken atomic charge list, values in e, 8 entries:
1. C -0.3090
2. C 0.5350
3. C -0.1771
4. C -0.4527
5. N 0.0717
6. C -0.4209
7. C -0.4431
8. C 0.0320

***

[6]
A molecular structure, C20H28N4O2S in a non-equilibrium geometry, computed with the ωB97M-V functional and the def2-TZVPD basis.

Geometry as XYZ:
```
55
C20H28N4O2S, DFT the ωB97M-V functional and the def2-TZVPD basis
C 7.17 2.33 1.71
H 7.76 2.54 0.68
C 6.54 1.09 1.52
C 5.38 0.97 0.43
C 4.62 -0.52 0.22
N 3.52 -0.41 -0.60
C 3.52 -1.25 -1.55
O 4.43 -1.95 -2.06
C 2.40 -0.86 -2.79
H 2.34 0.13 -2.89
H 2.59 -1.23 -3.60
S 0.77 -1.46 -2.19
C 0.35 -0.42 -1.21
N 1.04 0.91 -0.71
N 0.21 1.57 -0.11
C -1.01 0.97 0.25
N -0.90 -0.34 -0.53
C -2.00 -1.22 -0.65
H -2.83 -0.55 -0.76
H -1.85 -1.60 -1.58
C -1.93 -2.23 0.29
C -3.04 -3.24 0.33
H -2.54 -4.17 0.59
C -4.15 -2.82 1.23
H -4.69 -1.96 0.28
C -3.24 -2.19 2.20
H -3.01 -3.16 2.94
O -2.14 -1.46 1.60
H -3.97 -1.47 2.83
H -4.69 -3.72 1.45
H -3.19 -3.33 -0.92
H -0.89 -2.65 0.28
C -2.07 1.56 0.91
C -3.33 1.58 -0.01
C -4.58 1.13 0.39
C -5.61 1.56 -0.40
C -5.50 2.04 -1.81
C -4.29 2.56 -1.75
C -3.21 2.42 -1.18
H -2.35 2.91 -1.39
H -4.11 2.99 -2.80
H -6.52 2.23 -2.05
H -6.70 0.92 -0.11
H -4.70 0.53 1.35
H -1.90 2.53 1.26
H -2.16 0.75 1.68
H 2.89 0.24 -0.52
H 4.25 -0.71 1.38
H 5.32 -1.05 0.02
H 4.46 1.86 0.71
H 5.81 1.26 -0.55
H 7.13 0.24 1.30
H 6.10 0.85 2.41
H 7.94 2.23 2.51
H 6.54 3.07 1.96
```

## Properties
2S+1: 1
ΔE to the lowest compared entry with this formula, charge and spin: 1797.0 kJ/mol
LUMO level: 0.446 eV

Mulliken atomic charge list, values in e, 8 entries:
1. C -1.2373
2. H 0.2361
3. C -0.5045
4. C -0.4461
5. C -1.2217
6. N 0.2269
7. C 0.7516
8. O -0.6915

***

[7]
2 unconnected molecules or ions with the total composition C4H12N3O in a non-equilibrium geometry, computed with the ωB97M-V functional and the def2-TZVPD basis.

Geometry as XYZ:
```
20
C4H12N3O, DFT the ωB97M-V functional and the def2-TZVPD basis
C 0.35 1.11 -2.35
C -0.33 1.10 2.68
C 0.03 -2.18 -0.93
C -0.04 -0.73 0.99
N -0.64 1.75 -2.89
N 0.07 -0.21 2.22
N 0.42 -1.89 0.46
O 0.89 1.92 -1.40
H -0.77 0.92 3.64
H 0.56 1.62 2.78
H -1.06 1.56 1.94
H 0.90 -1.93 -1.56
H -0.02 -3.30 -0.87
H -0.85 -1.63 -1.33
H -0.27 0.03 0.25
H -1.07 1.27 -3.70
H -0.88 2.76 -2.74
H 0.35 -0.94 2.89
H 1.65 1.47 -1.06
H 0.70 -2.69 0.97
```

## Properties
2S+1: 1
ΔE to the lowest compared entry with this formula, charge and spin: 276.2 kJ/mol
LUMO level: -3.479 eV
Charge: +1

Mulliken atomic charge list, values in e, 8 entries:
1. C -0.2394
2. C -0.7412
3. C -0.7923
4. C 0.2636
5. N -0.2135
6. N -0.1362
7. N -0.1064
8. O -0.4567

***

[8]
A molecular structure, C4H3Li2O2V in a non-equilibrium geometry, computed with the ωB97M-V functional and the def2-TZVPD basis.

Geometry as XYZ:
```
12
C4H3Li2O2V, DFT the ωB97M-V functional and the def2-TZVPD basis
C -0.59 -1.69 0.16
O -1.22 -2.13 1.18
V -1.38 1.20 -0.73
Li -1.59 -1.74 2.85
H -0.02 -2.37 -0.56
C 0.10 -0.50 0.07
C 0.87 0.05 -1.08
C 0.90 1.41 -1.25
O 0.21 2.33 -0.44
Li 1.29 1.57 0.80
H -0.03 0.00 1.06
H 1.46 1.89 -2.07
```

## Properties
2S+1: 5
ΔE to the lowest compared entry with this formula, charge and spin: 0.0 kJ/mol
LUMO level (spin up / spin down): -1.231 / -1.371 eV

Mulliken atomic charge list, values in e, 8 entries:
1. C -0.1165
2. O -0.7999
3. V 0.3514
4. Li 0.8357
5. H 0.2981
6. C 0.2482
7. C -0.5734
8. C -0.3463

***

[9]
A molecular structure, C26H29ClMnNO2P2S2 in a non-equilibrium geometry, computed with the ωB97M-V functional and the def2-TZVPD basis.

Geometry as XYZ:
```
64
C26H29ClMnNO2P2S2, DFT the ωB97M-V functional and the def2-TZVPD basis
Mn 9.88 12.11 11.40
C 6.99 9.00 11.06
P 7.32 10.75 10.47
C 5.72 11.52 11.01
C 7.24 10.54 8.62
C 6.05 10.21 8.01
C 5.95 10.00 6.59
C 7.10 10.18 5.86
C 8.28 10.59 6.51
C 8.43 10.71 7.86
P 10.00 11.34 8.59
C 10.97 9.78 8.38
C 10.73 12.46 7.35
H 6.10 8.58 10.57
H 6.85 9.05 12.14
H 7.83 8.39 10.87
H 4.81 10.87 10.81
H 5.58 12.50 10.51
H 5.78 11.72 12.06
H 5.09 10.10 8.48
H 5.07 9.66 6.09
H 7.14 10.09 4.79
H 9.14 10.84 5.87
H 10.96 9.46 7.34
H 10.53 9.02 9.06
H 11.99 9.93 8.75
H 11.19 12.05 6.47
H 11.55 12.92 7.87
H 9.96 13.21 7.07
C 8.05 11.04 15.40
C 8.75 10.79 14.05
O 8.80 11.73 13.21
C 9.22 9.44 13.77
C 8.83 8.36 14.55
C 9.12 7.02 14.31
C 9.90 6.73 13.23
C 10.33 7.73 12.37
C 10.04 9.10 12.56
O 10.42 9.93 11.70
H 7.77 12.07 15.45
H 8.74 10.83 16.21
H 7.13 10.44 15.48
H 8.19 8.54 15.40
H 8.82 6.20 14.97
H 10.17 5.70 13.02
H 10.94 7.47 11.54
S 13.19 11.92 10.05
C 12.92 12.77 11.50
N 11.77 13.12 12.05
C 11.95 13.66 13.33
C 10.85 13.99 14.17
C 11.10 14.52 15.42
C 12.43 14.72 15.84
C 13.50 14.47 15.01
C 13.26 13.84 13.77
S 14.29 13.21 12.55
H 9.81 13.81 13.81
H 10.27 14.70 16.12
H 12.64 15.14 16.82
H 14.51 14.64 15.29
Cl 7.63 14.12 9.26
C 8.94 14.04 10.63
H 8.57 14.76 11.37
H 9.82 14.44 10.08
```

## Properties
2S+1: 6
ΔE to the lowest compared entry with this formula, charge and spin: 0.0 kJ/mol
LUMO level (spin up / spin down): 2.597 / 2.550 eV
Charge: -1

Mulliken atomic charge list, values in e, 8 entries:
1. Mn 1.2275
2. C -1.4306
3. P 1.4142
4. C -1.3532
5. C 0.1576
6. C -0.3571
7. C -0.9705
8. C -0.7030